No. 1
Formula: C8H10N2ReS
Source: OMol25
Level of theory: ωB97M-V with the def2-TZVPD basis set

The LUMO energy (alpha / beta) is 0.0174 / -0.0660 hartree. Its multiplicity is 4. As for the molar mass: 352.46 g/mol. The value obtained for the energy above the lowest of the compared OMol25 structures with the same formula, charge and spin is 0.0 kJ/mol. The calculation puts the electronic energy at -24398.9429 eV. The largest force on an atom is 4.36 eV/A.

Each line ends with the Löwdin charge.
Cartesian coordinates (Å):
C -1.41 0.50 -1.71  -0.21
C -2.09 0.00 -0.54  -0.21
C -1.59 -1.31 -0.28  -0.18
C -0.59 -1.63 -1.23  -0.18
C -0.50 -0.54 -2.15  -0.19
Re 0.18 0.34 -0.11  1.13
N 1.75 0.17 -0.97  -0.23
C 0.23 2.13 0.94  -0.38
C -0.91 1.54 1.57  -0.23
H -1.99 -1.99 0.47  0.12
H -2.92 0.47 -0.04  0.11
H -0.06 -2.56 -1.28  0.12
H 0.12 -0.50 -3.05  0.12
H -1.59 1.46 -2.22  0.12
H -1.90 1.95 1.34  0.06
H 1.23 2.10 1.49  0.08
H 2.60 0.66 -1.24  0.00
H -0.80 1.18 2.61  0.05
H 0.15 2.97 0.23  0.07
S 0.83 -0.89 1.75  0.60
C 2.34 -1.45 1.24  -0.81
N 3.40 -1.90 1.01  0.05

***

No. 2
Formula: C5H14NO2
Source: OMol25
Level of theory: ωB97M-V with the def2-TZVPD basis set

The LUMO energy is -0.1421 hartree. As for the molar mass: 120.17 g/mol. The value obtained for the energy above the lowest of the compared OMol25 structures with the same formula, charge and spin is 207.6 kJ/mol. The calculation puts the electronic energy at -10989.6523 eV. As for the charge: +1. The largest force on an atom is 3.15 eV/A.

Each line ends with the Löwdin charge.
Cartesian coordinates (Å):
O 0.13 1.01 -2.56  0.08
C -0.13 1.02 -1.38  -0.13
C -1.06 -0.14 -0.90  -0.19
C -0.67 -0.62 0.46  -0.16
C -0.74 0.50 1.61  -0.21
C 0.19 0.12 2.76  -0.09
N -0.80 -1.16 -2.02  0.21
H 0.18 1.82 -0.72  0.14
H -2.08 0.18 -1.11  0.17
H 0.27 -1.15 0.63  0.11
H -1.33 -1.39 0.90  0.13
H -0.56 1.48 1.18  0.08
H -1.78 0.56 1.93  0.11
H -0.30 0.11 3.74  0.08
H 1.07 0.74 2.94  0.08
H 0.50 -0.91 2.62  0.07
H -0.42 -0.50 -2.75  0.13
H 0.03 -1.69 -1.75  0.17
H -1.50 -1.84 -2.29  0.17
H 2.72 0.96 -1.77  0.02
H 3.46 0.62 -0.43  0.07
O 2.83 0.28 -1.11  -0.06